Record 1
ORCA calculation (ωB97M-V with the def2-TZVPD basis set) on C18H37BI2NO5 as an isolated structure.

Computed properties:
LUMO, eV: 2.24
Charge: -1
Highest occupied orbital energy, eV: -4.618
Spin multiplicity: 1

Positions of all 64 atoms, in Å:
C  -0.24795  -4.70113  1.58859
C  -0.09891  -4.78499  0.05713
C  -0.96244  -3.77560  -0.71502
C  -1.46557  -4.48852  -1.97968
B  -0.12872  -2.39668  -1.03481
C  1.10192  -2.76516  -2.09370
C  0.73461  -2.53269  -3.57044
O  -0.90785  -1.25942  -1.64342
C  -0.47625  -0.09990  -1.00189
C  0.60364  0.57261  -1.84740
I  -0.33407  1.44150  -3.57245
C  1.91280  0.65317  -1.72862
C  2.67311  0.10336  -0.56913
I  3.15198  1.58147  -3.17937
C  -0.30486  -0.55674  0.45247
O  0.41276  0.27223  1.33104
C  -1.69255  -0.84583  1.14763
C  -2.91223  -0.29065  0.47022
C  -4.20444  -0.78375  1.08873
O  -2.88247  1.15322  0.60330
O  0.27618  -1.83283  0.30390
H  -0.88490  -3.89150  1.90805
H  0.72262  -4.59600  2.05175
H  -0.64598  -5.63257  1.97592
H  0.95217  -4.67327  -0.18060
H  -0.37939  -5.78487  -0.25860
H  -1.85130  -3.62616  -0.09630
H  -2.19927  -5.24514  -1.70258
H  -1.93841  -3.81213  -2.68174
H  -0.65726  -5.02719  -2.45398
H  1.99839  -2.17241  -1.93016
H  1.42708  -3.80052  -2.03366
H  1.25273  -3.24697  -4.20031
H  0.96721  -1.52826  -3.88771
H  -0.31852  -2.69595  -3.75158
H  -1.30417  0.59830  -1.07021
H  2.54186  0.72840  0.29018
H  2.46319  -0.93117  -0.36617
H  3.72972  0.16905  -0.80471
H  0.79518  -0.33921  1.98038
H  -1.66701  -0.42695  2.14564
H  -1.80618  -1.90752  1.26723
H  -2.94518  -0.52671  -0.58557
H  -5.01841  -0.28762  0.57476
H  -4.25420  -0.51203  2.13505
H  -4.32455  -1.84766  0.92200
H  -3.01962  1.53476  -0.27351
C  1.35065  4.86369  3.20516
C  1.81059  5.83322  2.11993
C  0.88837  5.89186  0.89232
O  0.97790  4.78967  0.02374
C  0.29064  3.61981  0.45842
N  3.19239  5.50982  1.74888
H  1.59114  3.83016  2.96248
H  1.85230  5.09415  4.14614
H  0.27407  4.93470  3.37082
H  1.80901  6.83603  2.56043
H  1.19041  6.75582  0.29158
H  -0.15669  6.06110  1.19139
H  -0.64632  3.86758  0.96669
H  0.91591  3.01365  1.10770
H  0.06560  3.02128  -0.42281
H  3.54393  6.22617  1.11997
H  3.16561  4.66898  1.17647

Cartesian forces (eV/Å) of the 6 atoms listed first:
0.31 -0.52 -0.33
-0.30 0.35 0.60
-0.11 -0.20 -0.69
-0.23 0.08 0.46
0.34 -0.82 -0.29
-0.11 0.31 -0.08

Atom-resolved charges from Löwdin, all expressed in e: -0.095, -0.230, -0.263, -0.093, -0.756, -0.126, -0.121, -0.013, -0.350, -0.626, 0.814, -0.788, -0.152, 0.774, -0.446, 0.022, -0.029, -0.423, -0.046, -0.053, 0.029, 0.050, 0.059, 0.054, 0.093, 0.091, 0.110, 0.064, 0.067, 0.070, 0.067, 0.072, 0.058, 0.031, 0.051, 0.075, 0.066, 0.070, 0.034, 0.119, 0.126, 0.101, 0.139, 0.071, 0.078, 0.078, 0.085, -0.073, -0.435, -0.226, -0.184, -0.076, 0.035, 0.066, 0.071, 0.077, 0.129, 0.118, 0.119, 0.096, 0.068, 0.074, 0.067, 0.071

Record 2
ORCA calculation (ωB97M-V with the def2-TZVPD basis set) on a 21-piece molecular cluster, C9H58NO21 overall.

Computed properties:
LUMO, eV: 0.88
ΔE to the lowest compared entry with this formula, charge and spin, eV: 0.000
Charge: -1
Highest occupied orbital energy, eV: -4.603
Spin multiplicity: 1

Positions of all 89 atoms, in Å:
C  -10.54850  8.94220  -26.43357
C  -9.67111  8.19466  -25.43809
C  -9.14574  9.25758  -24.44367
C  -8.52021  8.64298  -23.17662
C  -9.44282  7.58016  -22.59756
C  -9.88222  6.50450  -23.58678
N  -10.46312  7.18628  -24.75036
O  -11.07431  6.26197  -25.62700
C  -10.97664  5.70429  -22.91657
C  -8.70033  5.57249  -23.84667
C  -8.45273  7.67363  -26.22437
H  -10.75486  8.28683  -27.27979
H  -10.06433  9.85381  -26.79570
H  -11.51932  9.22674  -26.01133
H  -9.93666  9.95419  -24.14104
H  -8.33427  9.79143  -24.94846
H  -8.30282  9.38178  -22.39862
H  -7.55488  8.21188  -23.47690
H  -10.33290  8.07983  -22.19331
H  -8.99400  7.13685  -21.69571
H  -10.81237  5.59170  -21.83250
H  -10.99865  4.66312  -23.26074
H  -11.97242  6.13308  -23.02891
H  -8.69042  4.80231  -23.07458
H  -7.73380  6.06948  -23.88125
H  -8.82003  5.09940  -24.82321
H  -7.58524  7.47108  -25.59631
H  -8.12478  8.39800  -26.98580
H  -8.66122  6.77171  -26.79929
O  -13.55176  4.05159  -19.36220
H  -13.42988  4.61393  -20.13544
H  -13.10366  4.53582  -18.66092
O  -13.75657  6.60217  -24.77845
H  -12.80252  6.50692  -25.01405
H  -13.87588  7.56050  -24.70956
O  -9.85674  8.29398  -30.36179
H  -8.93463  8.36312  -30.63221
H  -10.06253  9.14527  -29.96223
O  -9.05855  3.43697  -21.31924
H  -9.88263  3.87338  -21.56963
H  -9.35766  2.58172  -20.99302
O  -14.21921  9.23305  -25.91477
H  -13.49962  9.88308  -25.86767
H  -14.39637  9.11050  -26.85236
O  -12.23393  8.64855  -20.51745
H  -11.67892  9.34823  -20.15566
H  -12.12492  8.72564  -21.48783
O  -12.61759  6.64076  -28.08881
H  -11.92284  6.88855  -27.44501
H  -13.12612  7.44060  -28.24028
O  -11.73833  3.56524  -25.34105
H  -11.54878  4.50453  -25.10695
H  -12.34320  3.63125  -26.08684
O  -12.44828  11.42214  -25.17505
H  -12.65837  12.32134  -24.89877
H  -11.59940  11.47278  -25.64463
O  -5.61159  3.90878  -24.36146
H  -4.87343  4.32621  -24.81410
H  -5.78163  4.48005  -23.59030
O  -8.87377  2.15133  -25.08315
H  -9.77476  2.50912  -25.12702
H  -8.42064  2.69304  -24.42889
O  -11.48824  6.15885  -19.08434
H  -11.72360  7.01262  -19.49067
H  -10.52651  6.16258  -19.05258
O  -5.69016  5.67609  -22.12298
H  -6.20312  6.48867  -22.03463
H  -5.78973  5.22738  -21.27441
O  -9.92122  12.55265  -26.39981
H  -10.69308  12.88991  -26.87215
H  -9.31162  12.26184  -27.09043
O  -14.67267  4.77871  -22.62601
H  -14.22852  5.23122  -23.36450
H  -15.12902  5.49020  -22.16713
O  -6.21603  11.08741  -22.78006
H  -7.11357  11.40430  -22.99055
H  -6.12848  10.26859  -23.27853
O  -8.73971  12.10603  -23.75899
H  -9.38969  11.51913  -23.35227
H  -9.15692  12.40657  -24.58118
O  -12.57807  8.89192  -23.34467
H  -11.95765  8.28087  -23.83219
H  -12.37867  9.76667  -23.70608
O  -9.52583  4.71533  -27.41974
H  -9.85380  5.25142  -26.65731
H  -10.00848  5.08556  -28.16793
O  -11.55909  2.06749  -23.00145
H  -11.70741  2.49672  -23.87650
H  -11.63415  1.12496  -23.17275

Cartesian forces (eV/Å) of the 6 atoms listed first:
-0.65 -0.28 -0.31
0.83 0.50 -0.05
0.50 -0.63 0.64
-0.21 -0.32 -0.36
-0.09 0.59 0.68
0.61 0.43 0.46

Atom-resolved charges from Löwdin, all expressed in e: -0.029, -0.490, -0.141, -0.173, -0.135, -0.491, -0.158, -0.278, -0.019, -0.008, -0.014, 0.065, 0.070, 0.061, 0.088, 0.113, 0.103, 0.094, 0.091, 0.125, 0.082, 0.070, 0.081, 0.065, 0.054, 0.084, 0.074, 0.083, 0.066, -0.076, 0.007, 0.002, -0.089, 0.001, -0.003, -0.055, 0.032, 0.021, -0.066, -0.004, 0.042, -0.050, -0.011, 0.043, -0.068, 0.045, -0.001, -0.068, -0.012, 0.011, -0.067, 0.017, 0.070, -0.044, 0.070, 0.012, -0.069, 0.025, -0.017, -0.067, -0.004, 0.010, -0.064, 0.003, 0.035, -0.045, 0.042, 0.064, -0.045, 0.063, 0.072, -0.072, -0.008, 0.026, -0.076, -0.011, 0.018, -0.059, 0.035, 0.012, -0.069, 0.037, 0.017, -0.095, -0.019, 0.025, -0.080, -0.007, 0.029

Record 3
ORCA calculation (ωB97M-V with the def2-TZVPD basis set) on an isolated ion of composition C6H14NS and charge -1.

Computed properties:
LUMO, eV: 3.24
ΔE to the lowest compared entry with this formula, charge and spin, eV: 2.100
Charge: -1
Highest occupied orbital energy, eV: -2.144
SMILES string: CC(C)NCCC[S-]
Spin multiplicity: 1

Positions of all 22 atoms, in Å:
C  0.85023  -3.35217  -1.14552
C  0.07537  -2.17386  -0.72780
C  -1.22065  -2.14828  -1.69439
N  0.94682  -0.95736  -0.78583
C  0.36871  0.27859  -0.24067
C  0.59965  0.64604  1.22418
C  -0.57266  1.60177  1.68495
S  -0.48322  3.28766  0.98929
H  1.33387  -3.23437  -2.19995
H  1.71827  -3.50895  -0.51943
H  0.37326  -4.32865  -1.09923
H  -0.21423  -2.30381  0.43522
H  -1.94050  -2.90565  -1.67798
H  -1.78329  -1.23914  -1.55100
H  -0.75499  -2.04473  -2.72877
H  1.29295  -0.85389  -1.86690
H  1.01948  1.13459  -0.75909
H  -0.75324  0.49401  -0.55720
H  0.62466  -0.20165  1.79970
H  1.74296  1.03862  1.45367
H  -1.52242  1.08548  1.51923
H  -0.63686  1.85456  2.81946

Cartesian forces (eV/Å) of the 6 atoms listed first:
2.59 -1.21 -1.53
-1.94 0.71 1.61
2.89 2.54 -0.43
-0.06 -1.10 -2.59
0.71 3.25 -2.58
1.23 2.19 0.14

Atom-resolved charges from Löwdin, all expressed in e: -0.154, -0.469, -0.065, -0.088, -0.314, -0.324, -0.810, 0.027, 0.104, 0.059, 0.067, 0.175, 0.032, 0.041, 0.087, 0.160, 0.125, 0.125, 0.028, 0.144, 0.020, 0.031